No. 1
A molecular structure, C65H73FeGe2N2S5 in a non-equilibrium geometry. Source: the Open Molecules 2025 dataset; level of theory: ωB97M-V/def2-TZVPD.

Properties
LUMO level (spin up / spin down) = 0.15 / -0.85 eV
E_HOMO (spin up / spin down) = -7.286 / -7.376 eV
energy relative to the best compared isomer or geometry (same formula, charge and spin) = 123.3 kJ/mol
spin multiplicity = 6
orbital gap (spin up / spin down) = 7.4 / 6.5 eV
expectation value of S² = 8.7835

Positions of all 148 atoms, in Å:
1 Fe 0.182 2.634 -0.471
2 C 0.298 4.953 1.247
3 C -0.893 4.636 0.539
4 C -0.624 4.773 -0.855
5 C 0.757 5.118 -0.991
6 C 1.316 5.212 0.307
7 C 2.707 5.610 0.672
8 C 1.450 5.547 -2.244
9 C -1.661 4.846 -1.932
10 C -2.209 4.300 1.160
11 C 0.492 5.034 2.719
12 H 3.396 5.485 -0.161
13 H 3.054 5.012 1.514
14 H 2.740 6.663 0.966
15 H 1.072 5.014 -3.113
16 H 2.522 5.368 -2.175
17 H 1.311 6.619 -2.410
18 H -1.200 4.798 -2.914
19 H -2.219 5.781 -1.854
20 H -2.364 4.019 -1.846
21 H -3.035 4.609 0.523
22 H -2.301 4.786 2.130
23 H -2.298 3.224 1.330
24 H 0.808 4.063 3.105
25 H -0.428 5.315 3.228
26 H 1.266 5.761 2.963
27 C -2.094 -5.984 3.307
28 C -2.125 -5.250 2.000
29 C -3.258 -4.562 1.595
30 C -3.311 -3.905 0.375
31 C -4.568 -3.198 -0.038
32 C -2.188 -3.932 -0.456
33 C -1.039 -4.631 -0.071
34 C 0.157 -4.712 -0.970
35 C -1.023 -5.270 1.157
36 C -2.288 -3.426 -1.843
37 C -2.722 -4.364 -2.779
38 C -2.857 -4.039 -4.112
39 C -2.552 -2.757 -4.526
40 C -2.107 -1.810 -3.610
41 C -1.973 -2.139 -2.264
42 Ge -1.283 -0.723 -0.972
43 S -1.467 1.423 -1.486
44 S -2.220 -0.659 1.097
45 Ge -0.068 -0.208 1.772
46 S 0.705 1.843 1.586
47 S 0.810 -1.250 -0.105
48 C 0.081 -0.730 3.723
49 C -0.985 -0.522 4.595
50 C -0.832 -0.856 5.938
51 C 0.351 -1.392 6.407
52 C 1.414 -1.565 5.540
53 C 1.292 -1.215 4.201
54 C 2.466 -1.309 3.306
55 C 2.676 -2.446 2.524
56 C 1.724 -3.601 2.586
57 C 3.793 -2.501 1.703
58 C 4.702 -1.456 1.648
59 C 5.880 -1.511 0.720
60 C 4.488 -0.345 2.450
61 C 3.383 -0.255 3.282
62 C 3.172 0.962 4.130
63 C -2.287 0.041 4.164
64 C -3.365 -0.813 3.917
65 C -3.226 -2.296 4.093
66 C -4.568 -0.280 3.477
67 C -4.729 1.083 3.290
68 C -5.999 1.648 2.732
69 C -3.677 1.923 3.625
70 C -2.463 1.425 4.074
71 C -1.368 2.366 4.472
72 C -1.735 -0.484 -4.141
73 C -2.706 0.495 -4.331
74 C -4.111 0.258 -3.867
75 C -2.347 1.688 -4.940
76 C -1.048 1.914 -5.368
77 C -0.658 3.199 -6.038
78 C -0.093 0.927 -5.161
79 C -0.416 -0.267 -4.539
80 C 0.619 -1.327 -4.300
81 H -3.097 -6.084 3.716
82 H -1.480 -5.452 4.034
83 H -1.670 -6.979 3.176
84 H -4.127 -4.550 2.238
85 H -5.407 -3.528 0.571
86 H -4.801 -3.380 -1.087
87 H -4.449 -2.122 0.098
88 H -0.125 -4.998 -1.983
89 H 0.873 -5.438 -0.589
90 H 0.651 -3.741 -1.020
91 H -0.142 -5.820 1.457
92 H -2.953 -5.365 -2.440
93 H -3.197 -4.782 -4.820
94 H -2.647 -2.479 -5.567
95 H -1.663 -0.681 6.609
96 H 0.445 -1.667 7.447
97 H 2.355 -1.961 5.893
98 H 0.692 -3.253 2.529
99 H 1.836 -4.146 3.525
100 H 1.906 -4.285 1.760
101 H 3.947 -3.376 1.087
102 H 6.267 -2.524 0.630
103 H 6.680 -0.860 1.069
104 H 5.581 -1.186 -0.278
105 H 5.191 0.476 2.422
106 H 4.018 1.639 4.040
107 H 3.039 0.700 5.179
108 H 2.271 1.481 3.802
109 H -2.757 -2.729 3.209
110 H -4.202 -2.759 4.221
111 H -2.605 -2.539 4.954
112 H -5.385 -0.952 3.255
113 H -6.833 0.970 2.883
114 H -5.887 1.807 1.660
115 H -6.229 2.605 3.192
116 H -3.804 2.993 3.523
117 H -1.762 3.373 4.579
118 H -0.597 2.377 3.703
119 H -0.904 2.060 5.409
120 H -4.651 -0.385 -4.563
121 H -4.647 1.199 -3.778
122 H -4.108 -0.232 -2.894
123 H -3.101 2.453 -5.070
124 H -1.530 3.813 -6.254
125 H -0.134 3.003 -6.973
126 H 0.016 3.767 -5.396
127 H 0.921 1.098 -5.499
128 H 1.501 -1.151 -4.915
129 H 0.224 -2.314 -4.540
130 H 0.906 -1.341 -3.245
131 N 4.151 2.625 -2.420
132 C 3.173 1.767 -2.773
133 S 1.580 1.960 -2.292
134 N 3.435 0.726 -3.590
135 C 4.642 0.081 -3.870
136 C 5.725 0.110 -2.998
137 C 6.855 -0.632 -3.284
138 C 6.925 -1.398 -4.434
139 C 5.856 -1.413 -5.317
140 C 4.720 -0.676 -5.039
141 H 3.861 3.432 -1.892
142 H 5.014 2.662 -2.939
143 H 2.598 0.224 -3.866
144 H 5.672 0.675 -2.082
145 H 7.678 -0.620 -2.590
146 H 7.800 -1.996 -4.632
147 H 5.907 -2.002 -6.222
148 H 3.887 -0.671 -5.730

---

No. 2
A molecular structure, C65H81F3N3O3P2S5SbSiSr. Source: the Open Molecules 2025 dataset; level of theory: ωB97M-V/def2-TZVPD.

Properties
LUMO level = 3.69 eV
E_HOMO = -2.053 eV
energy relative to the best compared isomer or geometry (same formula, charge and spin) = 1.8 kJ/mol
charge = -2
orbital gap = 5.7 eV

Positions of all 165 atoms, in Å:
1 Sr 1.153 -0.656 0.062
2 F -1.699 -7.761 4.672
3 C -1.490 -6.433 4.467
4 C -2.012 -5.534 5.374
5 C -1.800 -4.181 5.153
6 C -1.084 -3.724 4.047
7 C -0.567 -4.672 3.170
8 C -0.762 -6.035 3.368
9 Sb -0.768 -1.623 3.708
10 C -0.058 -1.386 5.735
11 C 1.292 -1.686 5.935
12 C 1.875 -1.612 7.193
13 C 1.085 -1.222 8.254
14 F 1.643 -1.144 9.493
15 C -0.247 -0.904 8.108
16 C -0.809 -0.989 6.837
17 C -2.774 -1.023 4.153
18 C -3.870 -1.850 3.920
19 C -5.170 -1.403 4.115
20 C -5.356 -0.109 4.552
21 F -6.625 0.337 4.760
22 C -4.306 0.751 4.787
23 C -3.015 0.282 4.575
24 H -2.565 -5.894 6.232
25 H -2.198 -3.470 5.869
26 H 0.011 -4.358 2.312
27 H -0.361 -6.772 2.686
28 H 1.917 -1.981 5.098
29 H 2.920 -1.839 7.350
30 H -0.825 -0.598 8.969
31 H -1.857 -0.741 6.720
32 H -3.717 -2.861 3.562
33 H -6.026 -2.039 3.931
34 H -4.503 1.760 5.122
35 H -2.187 0.964 4.738
36 C -4.127 0.707 -0.856
37 C -3.262 1.163 0.303
38 N -2.796 0.015 1.073
39 C -3.088 -1.293 0.768
40 N -2.287 -2.206 1.203
41 C -2.621 -3.576 0.847
42 C -3.289 -3.657 -0.516
43 C -4.543 -2.803 -0.503
44 N -4.270 -1.509 0.111
45 C -5.058 -0.361 -0.306
46 H -3.500 0.264 -1.633
47 H -4.677 1.550 -1.279
48 H -3.850 1.813 0.964
49 H -2.390 1.727 -0.036
50 H -1.855 0.125 1.421
51 H -3.274 -4.026 1.614
52 H -1.705 -4.167 0.843
53 H -3.541 -4.686 -0.782
54 H -2.600 -3.259 -1.260
55 H -5.346 -3.308 0.051
56 H -4.900 -2.632 -1.523
57 H -5.614 0.037 0.553
58 H -5.789 -0.701 -1.041
59 S 2.576 4.139 2.305
60 P 0.674 3.711 2.034
61 S 0.137 1.805 1.699
62 C -0.322 4.313 3.456
63 C -1.503 3.691 3.843
64 C -2.246 4.186 4.906
65 C -1.811 5.306 5.599
66 C -0.631 5.931 5.219
67 C 0.108 5.438 4.155
68 C -0.036 4.771 0.711
69 C -1.347 4.563 0.288
70 C -1.906 5.358 -0.696
71 C -1.152 6.368 -1.283
72 C 0.154 6.578 -0.870
73 C 0.710 5.783 0.126
74 H -1.829 2.807 3.307
75 H -3.166 3.696 5.196
76 H -2.385 5.686 6.435
77 H -0.278 6.801 5.761
78 H 1.040 5.906 3.863
79 H -1.927 3.771 0.743
80 H -2.923 5.179 -1.022
81 H -1.584 6.983 -2.064
82 H 0.748 7.360 -1.327
83 H 1.732 5.928 0.452
84 C 3.965 -3.613 3.137
85 C 2.772 -3.263 2.237
86 C 2.877 -4.070 0.941
87 C 2.629 -1.772 1.942
88 H 4.001 -4.674 3.410
89 H 3.934 -3.025 4.058
90 H 4.898 -3.365 2.622
91 H 1.876 -3.597 2.772
92 H 3.696 -3.680 0.330
93 H 1.961 -3.989 0.344
94 H 3.061 -5.137 1.115
95 H 3.622 -1.386 1.651
96 H 2.374 -1.257 2.884
97 S 5.113 -1.745 -1.477
98 P 4.951 0.222 -1.533
99 S 3.163 1.085 -1.256
100 C 6.119 0.999 -0.358
101 C 5.715 1.981 0.536
102 C 6.628 2.536 1.427
103 C 7.947 2.114 1.425
104 C 8.356 1.125 0.535
105 C 7.446 0.568 -0.346
106 C 5.564 0.870 -3.140
107 C 5.420 2.223 -3.444
108 C 5.786 2.706 -4.688
109 C 6.296 1.840 -5.651
110 C 6.451 0.497 -5.351
111 C 6.087 0.014 -4.099
112 H 4.681 2.305 0.545
113 H 6.294 3.294 2.123
114 H 8.657 2.547 2.119
115 H 9.383 0.780 0.542
116 H 7.751 -0.223 -1.021
117 H 4.998 2.893 -2.705
118 H 5.658 3.757 -4.916
119 H 6.558 2.214 -6.633
120 H 6.847 -0.184 -6.095
121 H 6.186 -1.036 -3.852
122 C 2.251 -1.539 -3.898
123 C 1.154 -1.587 -4.944
124 C 0.462 -2.947 -4.935
125 C 1.725 -1.298 -6.326
126 O 0.220 -0.535 -4.683
127 Si -1.159 -0.496 -3.783
128 S -1.011 -1.115 -1.827
129 O -2.313 -1.426 -4.541
130 C -3.173 -1.133 -5.629
131 C -4.302 -0.216 -5.166
132 C -3.745 -2.477 -6.068
133 C -2.398 -0.495 -6.778
134 O -1.724 1.043 -3.974
135 C -1.088 2.310 -3.815
136 C -0.071 2.300 -2.682
137 C -0.416 2.675 -5.133
138 C -2.212 3.286 -3.502
139 H 3.050 -2.247 -4.121
140 H 1.850 -1.790 -2.914
141 H 2.681 -0.540 -3.833
142 H 1.179 -3.724 -5.209
143 H -0.370 -2.964 -5.640
144 H 0.066 -3.173 -3.944
145 H 2.468 -2.051 -6.595
146 H 2.205 -0.318 -6.333
147 H 0.931 -1.298 -7.075
148 H -4.854 -0.695 -4.354
149 H -4.992 -0.014 -5.989
150 H -3.898 0.724 -4.796
151 H -4.207 -2.974 -5.214
152 H -2.950 -3.119 -6.448
153 H -4.496 -2.347 -6.851
154 H -1.979 0.464 -6.478
155 H -3.054 -0.339 -7.638
156 H -1.572 -1.142 -7.079
157 H 0.760 1.624 -2.892
158 H -0.539 1.989 -1.747
159 H 0.336 3.304 -2.540
160 H 0.305 1.904 -5.407
161 H 0.109 3.629 -5.042
162 H -1.162 2.758 -5.927
163 H -2.700 3.002 -2.567
164 H -2.956 3.268 -4.302
165 H -1.828 4.300 -3.392

---

No. 3
A molecular structure, C65H84MoN4O5Se in a non-equilibrium geometry. Source: the Open Molecules 2025 dataset; level of theory: ωB97M-V/def2-TZVPD.

Properties
LUMO level (spin up / spin down) = -0.51 / -1.23 eV
E_HOMO (spin up / spin down) = -7.618 / -7.675 eV
energy relative to the best compared isomer or geometry (same formula, charge and spin) = 47.4 kJ/mol
spin multiplicity = 3
orbital gap (spin up / spin down) = 7.1 / 6.4 eV
expectation value of S² = 2.0181

Positions of all 160 atoms, in Å:
1 Mo -0.010 -0.140 0.377
2 C -2.849 -0.040 -6.862
3 C -2.076 1.273 -6.670
4 C -0.813 1.249 -7.543
5 C -2.964 2.427 -7.138
6 C -1.679 1.411 -5.203
7 C -0.888 0.438 -4.607
8 C -0.589 0.526 -3.268
9 Se 0.479 -0.830 -2.442
10 C -0.796 -2.216 -2.522
11 C -0.994 -2.868 -3.729
12 C -2.042 -3.756 -3.861
13 C -2.770 -4.005 -2.702
14 C -2.529 -3.450 -1.448
15 C -1.545 -2.424 -1.356
16 O -1.337 -1.647 -0.282
17 C -3.379 -4.002 -0.294
18 C -3.843 -5.445 -0.585
19 C -2.579 -4.070 1.001
20 C -4.616 -3.111 -0.116
21 C -2.416 -4.433 -5.178
22 C -1.431 -4.084 -6.295
23 C -3.816 -3.959 -5.604
24 C -2.430 -5.959 -5.006
25 C -1.001 1.579 -2.435
26 O -0.746 1.513 -1.126
27 C -1.720 2.632 -3.052
28 C -2.058 2.477 -4.401
29 C -2.239 3.919 -2.368
30 C -2.145 5.114 -3.334
31 C -1.489 4.337 -1.101
32 C -3.714 3.701 -1.996
33 H -3.114 -0.177 -7.915
34 H -3.770 -0.032 -6.271
35 H -2.257 -0.902 -6.544
36 H -1.082 1.165 -8.600
37 H -0.166 0.404 -7.291
38 H -0.237 2.169 -7.407
39 H -3.243 2.266 -8.182
40 H -2.444 3.387 -7.076
41 H -3.885 2.489 -6.551
42 H -0.519 -0.408 -5.176
43 H -0.330 -2.648 -4.555
44 H -3.571 -4.732 -2.766
45 H -3.030 -6.049 -0.993
46 H -4.687 -5.486 -1.279
47 H -4.174 -5.906 0.348
48 H -1.679 -4.676 0.855
49 H -3.170 -4.533 1.793
50 H -2.279 -3.086 1.325
51 H -5.176 -3.044 -1.052
52 H -4.326 -2.099 0.182
53 H -5.278 -3.525 0.651
54 H -1.389 -3.006 -6.474
55 H -1.749 -4.563 -7.225
56 H -0.422 -4.437 -6.063
57 H -3.818 -2.881 -5.789
58 H -4.557 -4.168 -4.829
59 H -4.128 -4.470 -6.521
60 H -1.452 -6.319 -4.677
61 H -2.672 -6.441 -5.957
62 H -3.174 -6.276 -4.272
63 H -2.660 3.255 -4.849
64 H -1.129 5.232 -3.718
65 H -2.417 6.029 -2.800
66 H -2.822 5.026 -4.185
67 H -0.416 4.437 -1.259
68 H -1.626 3.620 -0.312
69 H -1.875 5.305 -0.763
70 H -4.315 3.506 -2.887
71 H -4.119 4.586 -1.494
72 H -3.823 2.842 -1.326
73 C 3.074 1.187 -3.581
74 C 2.165 2.070 -2.714
75 C 1.662 3.226 -3.575
76 C 2.883 2.472 -1.444
77 C 3.580 3.678 -1.427
78 C 4.426 4.010 -0.385
79 C 4.655 3.079 0.611
80 C 3.985 1.860 0.632
81 C 4.457 0.828 1.653
82 C 4.732 1.418 3.039
83 C 5.757 0.162 1.164
84 C 2.991 1.601 -0.342
85 N 2.194 0.387 -0.213
86 C 2.882 -0.724 -0.571
87 O 3.943 -0.802 -1.170
88 C 2.278 -1.980 -0.025
89 C 2.889 -3.213 -0.065
90 C 2.339 -4.249 0.678
91 C 1.242 -3.995 1.491
92 C 0.683 -2.739 1.462
93 N 1.165 -1.781 0.671
94 C -0.335 -2.241 2.443
95 O -0.739 -2.969 3.329
96 N -0.588 -0.908 2.278
97 C -1.184 -0.291 3.457
98 C -2.581 -0.226 3.633
99 C -3.091 0.379 4.780
100 C -2.264 0.834 5.785
101 C -0.898 0.655 5.662
102 C -0.337 0.096 4.519
103 C 1.161 -0.179 4.550
104 C 1.948 0.956 5.215
105 C 1.451 -1.478 5.319
106 C -3.589 -0.962 2.763
107 C -4.835 -0.135 2.359
108 C -4.044 -2.191 3.571
109 H 2.517 0.835 -4.456
110 H 3.449 0.325 -3.033
111 H 3.931 1.771 -3.931
112 H 1.314 1.482 -2.406
113 H 2.493 3.737 -4.071
114 H 1.103 3.958 -2.999
115 H 1.002 2.836 -4.354
116 H 3.474 4.359 -2.263
117 H 4.941 4.964 -0.375
118 H 5.393 3.297 1.374
119 H 3.692 0.053 1.758
120 H 5.617 2.055 3.025
121 H 4.931 0.612 3.750
122 H 3.898 2.007 3.418
123 H 6.539 0.921 1.071
124 H 5.626 -0.316 0.198
125 H 6.090 -0.585 1.890
126 H 3.792 -3.317 -0.649
127 H 2.794 -5.231 0.662
128 H 0.819 -4.728 2.164
129 H -4.168 0.436 4.907
130 H -2.681 1.270 6.686
131 H -0.254 0.943 6.485
132 H 1.514 -0.311 3.525
133 H 1.758 0.980 6.289
134 H 1.683 1.930 4.808
135 H 3.017 0.795 5.087
136 H 1.233 -1.333 6.381
137 H 2.505 -1.754 5.223
138 H 0.836 -2.305 4.963
139 H -3.086 -1.295 1.863
140 H -5.748 -0.606 2.730
141 H -4.920 -0.062 1.275
142 H -4.816 0.879 2.760
143 H -4.591 -1.869 4.462
144 H -3.188 -2.783 3.896
145 H -4.706 -2.818 2.973
146 O -2.316 0.879 0.550
147 C -2.298 2.007 1.392
148 C -0.921 2.504 1.704
149 C -0.784 3.754 2.276
150 C 0.454 4.186 2.698
151 C 1.517 3.308 2.598
152 C 1.306 2.068 2.039
153 N 0.129 1.682 1.523
154 H -1.973 1.197 -0.342
155 H -2.730 1.722 2.346
156 H -2.909 2.816 0.986
157 H -1.664 4.377 2.372
158 H 0.588 5.179 3.110
159 H 2.507 3.574 2.937
160 H 2.101 1.344 1.982